C8H36B2O34 as an isolated structure in a non-equilibrium geometry, computed with the ωB97M-V functional and the def2-TZVPD basis.

Values from the calculation:
Net charge: -2
Gap between HOMO and LUMO: 8.56 eV
E_HOMO: -4.989 eV

Atoms and positions in Å:
O  19.14  42.48  0.56
O  13.98  42.64  1.00
O  17.09  36.50  1.99
O  18.51  44.27  4.02
O  14.33  47.06  2.48
O  15.50  44.03  5.14
O  17.65  41.30  4.53
O  20.58  40.93  0.32
O  22.91  42.07  0.03
O  20.51  45.31  1.24
O  19.11  43.98  -2.63
O  15.11  38.53  0.66
O  20.86  41.17  -1.87
O  20.96  44.03  -0.62
O  17.98  47.53  0.25
O  12.96  44.51  0.74
O  15.93  45.03  2.05
O  17.14  43.26  1.74
O  16.52  45.51  -2.90
O  14.42  47.36  -1.94
O  17.19  43.46  -0.53
O  16.15  39.47  3.08
O  19.98  38.60  2.95
O  22.12  38.59  0.91
O  14.66  41.13  2.81
O  21.10  37.80  -0.92
O  18.25  39.34  0.90
O  17.29  41.15  0.38
O  13.63  44.49  -1.36
O  12.35  41.60  2.35
O  15.96  45.25  -0.76
O  17.97  41.55  -1.82
O  13.68  40.23  0.83
O  11.20  43.35  2.67
C  13.06  43.39  1.33
C  15.20  40.08  2.47
C  14.60  39.48  1.22
C  19.42  41.26  0.42
C  12.13  42.74  2.22
C  18.32  40.40  0.41
C  16.53  44.41  0.01
C  16.37  44.11  1.34
B  17.67  42.54  0.56
B  13.67  41.40  1.72
H  13.04  43.95  -0.78
H  19.43  38.71  2.10
H  17.48  42.23  4.24
H  21.37  38.10  -0.14
H  21.60  39.42  0.96
H  23.03  38.69  0.79
H  13.75  48.17  -1.81
H  17.00  41.64  -1.61
H  14.03  46.98  1.59
H  21.02  44.76  1.88
H  17.93  36.91  1.72
H  20.71  38.52  2.56
H  18.76  43.06  -2.44
H  20.02  41.45  -1.52
H  22.25  41.47  -0.34
H  16.59  37.13  2.09
H  21.65  43.41  -0.82
H  18.43  44.66  -2.54
H  18.49  47.68  -0.42
H  15.42  44.97  5.42
H  21.05  40.32  -1.81
H  16.91  40.81  4.49
H  20.42  44.38  -1.28
H  14.94  46.05  2.47
H  17.36  46.75  0.11
H  18.74  43.90  3.24
H  19.27  44.13  4.57
H  16.04  44.16  4.34
H  16.02  46.13  -2.53
H  17.91  40.57  -2.32
H  20.91  44.80  0.51
H  14.32  44.98  -0.95
H  16.08  44.64  -2.88
H  22.47  42.10  0.83
H  15.11  47.83  -2.46
H  21.51  37.05  -0.72

Atomic partial charges in e from the Mulliken method, atoms 1 to 4: number 1, O, carries -0.6719; number 2, O, carries 0.0302; number 3, O, carries -0.6436; number 4, O, carries -0.5891

***

A 7-piece molecular cluster, C8H39B2N2O5 overall in a non-equilibrium geometry, computed with the ωB97M-V functional and the def2-TZVPD basis.

Values from the calculation:
Net charge: +1
Gap between HOMO and LUMO: 5.25 eV
E_HOMO: -9.411 eV

Atoms and positions in Å:
O  -23.16  -17.70  3.40
O  -14.88  -16.09  5.44
O  -18.71  -22.22  -3.17
O  -23.31  -16.74  -3.32
O  -14.49  -17.08  0.45
N  -22.87  -15.59  1.51
N  -12.16  -16.22  4.85
C  -24.29  -17.26  2.63
C  -12.66  -16.82  6.05
C  -16.12  -15.67  5.95
C  -23.14  -19.11  3.67
C  -24.04  -15.75  2.27
C  -11.54  -16.61  7.09
C  -25.33  -15.14  1.49
C  -13.99  -16.24  6.56
B  -22.64  -20.91  -5.38
B  -18.52  -18.46  -1.03
H  -17.94  -19.34  -0.81
H  -14.30  -16.93  7.34
H  -23.49  -16.15  -4.05
H  -15.29  -17.58  0.26
H  -18.59  -17.85  -0.14
H  -11.98  -16.38  8.06
H  -22.52  -21.95  -5.64
H  -17.95  -17.90  -1.75
H  -15.90  -14.68  6.35
H  -10.98  -17.52  7.31
H  -22.78  -16.30  -2.66
H  -11.20  -16.53  4.82
H  -16.87  -15.79  5.17
H  -25.12  -14.13  1.13
H  -12.91  -17.87  5.95
H  -14.07  -16.83  -0.38
H  -23.41  -19.72  2.81
H  -23.38  -20.49  -6.04
H  -24.32  -17.82  1.70
H  -22.46  -14.69  1.73
H  -25.23  -17.46  3.14
H  -22.23  -16.26  1.92
H  -18.46  -21.49  -2.60
H  -23.74  -15.12  3.11
H  -25.62  -15.67  0.58
H  -10.75  -15.90  6.85
H  -23.71  -19.42  4.54
H  -19.52  -21.96  -3.61
H  -19.47  -18.76  -1.43
H  -21.71  -20.37  -5.51
H  -12.14  -15.23  5.07
H  -26.22  -15.12  2.11
H  -16.44  -16.32  6.76
H  -13.91  -17.60  1.01
H  -18.77  -23.00  -2.62
H  -23.07  -20.81  -4.40
H  -22.08  -19.27  3.84
H  -14.00  -15.27  7.06
H  -22.90  -17.56  -3.63

Atomic partial charges in e from the Mulliken method, atoms 1 to 4: number 1, O, carries -0.3159; number 2, O, carries -0.2698; number 3, O, carries -0.4011; number 4, O, carries -0.3951

***

Here are the calculated lowest unoccupied orbital energy numbers, same order: 3.576, -4.157 (eV).